{"formula": "C11H17O5PPt", "method": "ωB97M-V/def2-TZVPD", "species": ["Pt", "O", "C", "O", "C", "C", "C", "C", "C", "O", "C", "C", "O", "O", "H", "H", "H", "H", "H", "H", "H", "H", "C", "P", "C", "C", "H", "H", "H", "H", "H", "H", "H", "H", "H"], "xyz": [[0.044855, 0.417275, 0.698049], [-1.116317, 0.845703, -3.404637], [-0.670903, 1.021637, -2.365494], [-0.396996, 1.476550, -1.304632], [0.687772, -1.039722, -2.411602], [1.905159, -0.625128, -1.603291], [2.943176, -1.731664, -1.867983], [2.324976, -2.930551, -1.104971], [1.037580, -2.306103, -0.532676], [1.461081, -0.939514, -0.250437], [0.151213, -2.092127, -1.745395], [-2.073260, -1.636752, -0.680332], [-2.643469, -2.132109, -1.540615], [-1.749626, -1.080787, 0.311783], [0.773503, -1.138450, -3.489071], [2.254878, 0.402282, -1.640906], [3.901136, -1.435649, -1.445322], [3.081910, -1.909215, -2.931592], [2.960568, -3.258027, -0.284755], [2.111870, -3.791744, -1.733499], [0.626285, -2.753474, 0.367182], [-0.151517, -2.947589, -2.340665], [-2.861467, 1.667329, 1.964563], [-1.082242, 1.871099, 1.991708], [-0.655696, 3.550370, 1.528781], [-0.452657, 1.517483, 3.639431], [-3.312880, 2.368329, 2.669815], [-3.130232, 0.650604, 2.250470], [-3.244338, 1.876701, 0.965339], [-1.152504, 4.245483, 2.209821], [-0.994020, 3.754505, 0.512697], [0.421411, 3.705093, 1.595300], [-0.908398, 2.219162, 4.344311], [0.628818, 1.653066, 3.681667], [-0.719669, 0.505934, 3.946958]], "atomic_forces_ev_per_a": [[0.261, -0.104, -0.019], [0.299, -0.445, -0.085], [-1.088, 1.495, -0.088], [0.413, -0.438, 0.090], [1.067, -1.761, 0.108], [-0.278, 0.477, -0.252], [0.045, -0.008, 0.265], [0.135, 0.173, 0.150], [-0.584, -0.117, 0.113], [-0.042, 0.083, 0.133], [1.870, -0.209, -0.865], [-1.660, 0.249, 0.615], [0.429, -0.141, -0.234], [0.573, -0.088, -0.116], [-0.529, 0.822, -0.113], [0.062, -0.021, -0.019], [0.008, -0.052, 0.015], [-0.031, 0.012, -0.006], [0.045, 0.017, -0.030], [-0.031, 0.012, -0.006], [0.048, -0.046, -0.001], [-0.933, 0.082, 0.364], [0.003, -0.014, -0.032], [0.047, -0.083, -0.052], [-0.059, 0.016, 0.006], [-0.109, 0.113, 0.061], [0.000, 0.001, 0.000], [0.002, 0.003, 0.010], [-0.011, 0.011, 0.007], [0.007, 0.001, 0.005], [0.008, 0.007, 0.000], [0.002, -0.007, -0.006], [0.009, -0.007, 0.010], [0.004, -0.023, -0.014], [0.018, -0.008, -0.011]], "fmax_ha_per_bohr": 0.0403, "e_lumo_ev": [-9.86, -9.90], "gap_ev": [7.1, 7.1], "energy_ha": -1265.56809, "charge": 2, "multiplicity": 1, "e_homo_ha": [-0.623, -0.623]}

---

{"formula": "C10H16ClGdTi", "method": "ωB97M-V/def2-TZVPD", "species": ["Ti", "Cl", "C", "H", "H", "H", "Gd", "C", "C", "C", "H", "H", "H", "H", "H", "H", "H", "H", "C", "C", "C", "C", "C", "C", "H", "H", "H", "H", "H"], "xyz": [[-0.735047, -0.222982, 0.139018], [-0.951176, 1.573555, -1.246465], [-2.561334, -0.877071, 0.714025], [-2.472744, -1.393576, 1.683692], [-2.954246, -1.569998, -0.045104], [-3.228725, -0.009646, 0.819075], [0.465523, -0.718406, -3.012384], [2.527273, 0.248072, -3.385431], [-1.164584, -0.616892, -4.660909], [0.231001, -1.703740, -0.836416], [-1.634505, -1.613236, -4.721073], [-1.945595, 0.130336, -4.463383], [-0.695960, -0.396109, -5.631076], [3.281041, -0.474116, -3.027518], [2.679028, 0.405794, -4.462501], [2.670078, 1.199785, -2.854607], [-0.480708, -2.561709, -0.966969], [1.260859, -2.106884, -0.995173], [0.663650, 1.378933, 4.442471], [0.908652, 0.030843, 4.171311], [0.714147, -0.483248, 2.873104], [0.268314, 0.402800, 1.881888], [0.068739, 1.765203, 2.121753], [0.259041, 2.252318, 3.430883], [0.797653, 1.763767, 5.459274], [1.251362, -0.630140, 4.977042], [0.904677, -1.525851, 2.633858], [-0.210963, 2.440681, 1.316417], [0.084552, 3.311529, 3.645210]], "atomic_forces_ev_per_a": [[0.218, 1.475, 0.854], [-0.045, 0.451, -0.628], [-0.956, -0.438, 0.374], [-0.192, 0.043, -0.177], [-0.161, 0.102, 0.197], [-0.087, -0.239, 0.074], [-0.072, -0.170, -0.374], [0.865, 0.431, -0.302], [-0.557, 0.078, -0.714], [0.743, -2.646, 0.340], [-0.028, 0.102, -0.109], [-0.025, -0.048, -0.122], [-0.184, -0.022, -0.088], [0.037, 0.123, -0.083], [0.199, 0.082, 0.050], [0.105, -0.030, -0.093], [0.466, 0.311, -0.033], [-0.508, 0.261, 0.096], [-0.016, 0.170, 0.041], [0.150, -0.608, -0.254], [-0.075, 1.622, 0.971], [-0.084, -0.622, -0.971], [0.474, -0.134, 1.623], [-0.058, 0.011, -0.480], [-0.025, -0.179, -0.345], [-0.129, 0.274, -0.226], [-0.073, 0.036, 0.165], [-0.083, -0.113, 0.161], [0.099, -0.324, 0.053]], "fmax_ha_per_bohr": 0.0538, "s2": 20.08, "e_lumo_ev": [2.76, 1.48], "gap_ev": [4.8, 5.8], "energy_ha": -2465.70049, "charge": -1, "multiplicity": 9, "e_homo_ha": [-0.076, -0.157]}

---

{"formula": "C3H3ClF2", "method": "ωB97M-V/def2-TZVPD", "species": ["C", "C", "C", "F", "F", "Cl", "H", "H", "H"], "xyz": [[-0.017653, -0.283215, 1.392193], [0.276590, 0.470560, 0.321608], [-0.068803, 0.050383, -1.155644], [0.095446, 1.105061, -1.953083], [0.716461, -0.912902, -1.599471], [-1.754927, -0.623370, -1.312399], [0.297471, 0.159795, 2.377601], [-0.417693, -1.304702, 1.520979], [0.873108, 1.338392, 0.408215]], "atomic_forces_ev_per_a": [[1.020, 0.944, 1.072], [-1.344, -2.712, -0.778], [-0.618, 0.257, 2.096], [-0.249, 0.250, -0.293], [0.894, -0.623, -0.293], [0.511, 0.584, 0.070], [-0.243, -0.544, -1.049], [-0.181, 0.855, -0.845], [0.209, 0.989, 0.020]], "fmax_ha_per_bohr": 0.0608, "e_lumo_ev": 0.79, "gap_ev": 11.6, "smiles": "C=CC(F)(F)Cl", "energy_ha": -776.00395, "multiplicity": 1, "de_lowest_kj_mol": 39.9, "e_homo_ha": -0.395}

---

{"formula": "C17H18N4O4ReS2", "method": "ωB97M-V/def2-TZVPD", "species": ["Re", "C", "C", "C", "C", "N", "H", "H", "H", "H", "H", "H", "H", "H", "H", "O", "C", "O", "C", "C", "C", "C", "O", "C", "O", "C", "C", "H", "H", "H", "H", "H", "S", "C", "N", "S", "C", "N", "C", "C", "C", "N", "H", "H", "H", "H"], "xyz": [[0.267604, 1.296491, 0.735335], [1.847424, 2.836963, 3.750090], [2.605530, 2.125499, 2.633728], [3.614674, 3.069929, 1.975830], [3.304916, 0.875624, 3.171835], [1.674849, 1.700381, 1.619627], [2.539496, 3.140321, 4.535632], [1.092632, 2.179522, 4.183315], [1.344423, 3.724251, 3.365275], [4.362040, 3.384752, 2.705159], [3.110401, 3.954708, 1.588653], [4.121545, 2.577252, 1.145494], [3.923948, 1.130691, 4.032353], [3.956012, 0.437904, 2.412257], [2.572529, 0.129161, 3.479633], [-3.593336, 1.259833, 1.518064], [-2.891932, 0.943273, 0.588366], [-1.658834, 1.406425, 0.436121], [-3.329814, 0.008228, -0.490455], [-2.563818, -0.208773, -1.627314], [-2.986012, -1.082268, -2.632253], [-4.187875, -1.712919, -2.434660], [-4.812708, -2.609625, -3.253330], [-6.043684, -2.944281, -2.609168], [-6.091999, -2.261422, -1.361920], [-4.953338, -1.499804, -1.298520], [-4.559684, -0.645331, -0.308173], [-1.623616, 0.311762, -1.740364], [-2.394906, -1.258921, -3.518617], [-6.074966, -4.021772, -2.435246], [-6.876894, -2.617534, -3.236808], [-5.145225, -0.468803, 0.581791], [0.606032, 2.386449, -1.408249], [2.143133, 1.790610, -1.767307], [3.194640, 1.380986, -2.021486], [0.087072, -1.056743, 1.091769], [1.118821, -1.603897, -0.186520], [2.369273, -1.073828, -0.300926], [3.239968, -1.434356, -1.253469], [2.878571, -2.432169, -2.120439], [1.589971, -2.942214, -1.964198], [0.732979, -2.552157, -1.031044], [2.549645, -0.254838, 0.282764], [4.177163, -0.902982, -1.286211], [3.540955, -2.763010, -2.903045], [1.222397, -3.703372, -2.643368]], "atomic_forces_ev_per_a": [[0.131, -0.082, 0.055], [-0.110, 0.016, 0.009], [0.182, 0.070, -0.078], [-0.003, -0.009, 0.020], [0.029, -0.020, 0.003], [0.020, -0.108, 0.163], [0.018, 0.020, 0.014], [0.022, -0.019, 0.005], [0.003, 0.000, -0.010], [0.006, 0.002, 0.017], [-0.014, 0.017, -0.003], [-0.003, -0.018, -0.008], [0.013, 0.026, 0.002], [-0.022, -0.018, -0.033], [-0.020, -0.005, 0.019], [-0.039, -0.105, -0.056], [0.126, 0.010, 0.204], [0.030, 0.142, -0.321], [-0.121, -0.019, -0.035], [-0.012, -0.023, 0.051], [-0.026, -0.024, 0.040], [-0.005, 0.014, 0.015], [0.012, -0.010, 0.018], [-0.032, -0.029, -0.035], [0.013, -0.002, 0.018], [0.017, 0.011, -0.039], [0.029, 0.000, -0.041], [0.008, 0.022, -0.005], [0.003, 0.008, -0.038], [-0.020, 0.022, -0.016], [0.014, -0.023, 0.016], [-0.012, 0.020, 0.011], [-0.079, 0.098, 0.044], [-0.121, 0.014, 0.101], [0.092, -0.044, -0.015], [-0.131, 0.135, -0.127], [0.230, 0.016, 0.050], [-0.117, 0.144, -0.143], [-0.123, -0.162, 0.037], [-0.088, 0.138, 0.102], [-0.001, -0.063, -0.056], [0.083, -0.182, 0.050], [0.015, 0.002, 0.013], [0.005, 0.055, 0.006], [-0.004, -0.016, -0.019], [0.003, -0.021, -0.001]], "fmax_ha_per_bohr": 0.0069, "s2": 0.76, "e_lumo_ev": [-1.07, -1.06], "gap_ev": [6.5, 6.6], "energy_ha": -2053.24630, "multiplicity": 2, "de_lowest_kj_mol": 0.0, "e_homo_ha": [-0.280, -0.283]}

---

{"formula": "C6H14N2O3", "method": "ωB97M-V/def2-TZVPD", "species": ["C", "C", "N", "N", "C", "C", "O", "C", "O", "C", "O", "H", "H", "H", "H", "H", "H", "H", "H", "H", "H", "H", "H", "H", "H"], "xyz": [[-1.213069, -1.082953, -2.037889], [-1.553387, -0.678900, -0.650739], [-1.564740, 0.750261, -0.487584], [-0.683483, 1.282289, 0.463156], [0.649077, 0.971061, 0.099155], [1.693059, 1.553290, 0.997778], [1.786350, 2.970704, 0.859495], [0.854404, -0.645941, 0.066112], [1.661846, -1.062991, 1.172225], [-0.550722, -1.296574, 0.307952], [-1.099804, -1.212842, 1.633879], [-2.101940, -1.138213, -2.752837], [-0.423640, -0.465141, -2.509841], [-0.876390, -2.051943, -1.968374], [-2.554924, -1.036222, -0.353713], [-1.512310, 1.287313, -1.410803], [-0.946058, 0.934012, 1.444255], [0.858798, 1.446402, -0.903672], [2.736072, 1.210970, 0.920527], [1.358100, 1.274043, 2.052288], [0.895219, 3.179906, 0.729676], [1.352491, -0.808842, -0.911639], [2.058434, -1.940809, 0.904141], [-0.455388, -2.357150, 0.146307], [-0.367995, -1.081732, 2.190140]], "atomic_forces_ev_per_a": [[-1.503, 1.213, -2.291], [-0.453, -0.127, 0.669], [-0.964, 1.986, -1.232], [-0.759, 0.788, 1.601], [2.111, -1.933, -0.932], [0.446, 0.448, 2.432], [1.393, -1.092, 0.210], [-0.846, 1.797, 0.680], [0.983, -1.449, -0.902], [0.048, 0.049, -0.687], [-0.599, 0.376, -1.499], [1.067, 0.422, 0.978], [-0.410, -0.219, 0.323], [0.962, -2.437, -0.311], [0.319, -0.256, -0.214], [0.067, -0.995, 2.046], [0.412, 0.704, -2.159], [-0.435, -0.842, 0.590], [-0.693, -0.415, -0.414], [0.553, 0.449, -0.827], [-2.233, 1.360, -0.288], [-0.557, -0.752, 0.553], [-0.610, 1.442, 0.661], [0.033, -0.571, -0.579], [1.667, 0.052, 1.595]], "fmax_ha_per_bohr": 0.0585, "e_lumo_ev": 0.44, "gap_ev": 8.9, "smiles": "C[C@@H]1NN[C@@H](CO)[C@@H](O)[C@H]1O", "energy_ha": -572.15533, "multiplicity": 1, "de_lowest_kj_mol": 232.9, "e_homo_ha": -0.312}

---

{"formula": "C5H16N3P", "method": "ωB97M-V/def2-TZVPD", "species": ["C", "C", "C", "C", "C", "N", "N", "N", "P", "H", "H", "H", "H", "H", "H", "H", "H", "H", "H", "H", "H", "H", "H", "H", "H"], "xyz": [[-0.443357, 0.641544, -1.985044], [-0.490641, -1.776131, -2.010064], [-1.759211, 0.611862, 2.292398], [0.073721, 1.769025, 1.083362], [2.984315, -0.644853, -0.417568], [-1.147319, -2.059522, 1.078341], [-0.679239, -0.589168, -1.173181], [-0.828557, 0.620614, 1.114820], [-0.291691, -0.847344, 0.481387], [0.561349, 0.845837, -2.353785], [-1.097679, 0.581279, -2.799612], [-0.754591, 1.407946, -1.278703], [0.572848, -1.865155, -2.021485], [-0.888145, -2.701741, -1.598363], [-0.819192, -1.656472, -3.019766], [-2.244395, 1.478701, 2.627429], [-2.320492, -0.257978, 1.999070], [-1.000472, 0.277691, 3.083580], [-0.534998, 2.546660, 0.773133], [0.543098, 2.050707, 2.037502], [0.857266, 1.511429, 0.397480], [3.092353, -1.030709, 0.563783], [2.789382, -1.305009, -1.239906], [3.019381, 0.392731, -0.316242], [-0.667183, -2.837843, 0.599219]], "atomic_forces_ev_per_a": [[0.094, -0.470, 2.970], [0.821, 0.015, 1.122], [4.070, -3.555, -0.274], [0.391, -1.840, 0.722], [-0.392, -0.940, 0.958], [1.477, 0.269, -0.574], [-0.351, -0.189, -1.404], [-0.128, 1.149, 0.668], [-1.234, 1.001, -0.332], [0.359, -0.346, 0.188], [-1.039, 0.098, -1.212], [0.038, 0.569, -0.583], [1.134, -0.827, -0.673], [-0.324, 0.213, 0.143], [-0.507, 0.340, -0.512], [-0.683, 1.386, -0.431], [-1.233, -0.009, 0.920], [-1.682, 0.434, -0.070], [-0.641, 2.068, -0.865], [-0.179, -0.394, 0.109], [0.523, 0.463, -0.534], [0.172, -1.025, 0.560], [0.042, 0.340, -0.325], [-0.065, 1.591, -1.071], [-0.663, -0.341, 0.502]], "fmax_ha_per_bohr": 0.1052, "e_lumo_ev": [-0.62, 0.06], "gap_ev": [7.9, 7.5], "energy_ha": -705.54246, "multiplicity": 1, "de_lowest_kj_mol": 356.4, "e_homo_ha": [-0.312, -0.275]}